*i*
Computed, not measured: the molecule C15H22N2O4, with the ωB97M-V functional and the def2-TZVPD basis.

Positions of all 43 atoms, in Å:
C (-1.987, -0.151, -0.947)
C (-1.463, -1.376, -1.699)
C (-1.805, -0.494, 0.682)
C (-1.817, 0.768, 1.502)
C (-2.646, 1.191, 2.600)
C (-0.881, 1.707, 1.135)
C (-2.482, 2.405, 3.245)
C (-0.812, 2.995, 1.842)
C (-1.629, 3.361, 2.832)
C (1.044, -0.905, -1.795)
C (1.965, -0.992, -3.061)
C (1.646, -1.357, -0.436)
C (1.689, -2.970, -0.511)
C (3.067, -0.876, -0.150)
C (3.211, 0.425, 0.539)
H (-3.457, 0.354, -2.178)
H (-3.689, -0.946, -1.353)
H (-1.195, 0.698, -1.075)
H (-2.604, -1.237, 0.933)
H (-0.815, -1.062, 0.689)
H (-3.360, 0.492, 2.917)
H (-0.176, 1.573, 0.253)
H (-3.161, 2.507, 4.179)
H (-0.129, 3.650, 1.265)
H (-1.888, 4.553, 4.283)
H (-0.163, -2.400, -2.601)
H (0.919, 0.233, -1.782)
H (0.981, -1.037, 0.335)
H (0.709, -3.522, -0.285)
H (2.346, -3.354, 0.270)
H (2.012, -3.359, -1.533)
H (3.575, -0.914, -1.080)
H (3.609, -1.676, 0.423)
H (2.515, 1.168, -0.028)
H (2.588, 0.367, 1.409)
H (4.251, 0.766, 0.773)
H (2.604, 0.597, -2.631)
N (-3.346, 0.011, -1.228)
N (-0.144, -1.537, -2.101)
O (-2.322, -2.220, -1.947)
O (-1.576, 4.621, 3.323)
O (1.995, -1.995, -3.755)
O (2.816, -0.059, -3.252)

The SMILES is CC[C@H](C)[C@H](NC(=O)[C@@H](N)Cc1ccc(O)cc1)C(=O)O. As for the HOMO energy: -8.84 eV.

Electronic structure analysis, natural (NBO) charges in units of e:
1 C -0.11
2 C 0.67
3 C -0.40
4 C -0.06
5 C -0.17
6 C -0.18
7 C -0.29
8 C -0.28
9 C 0.33
10 C -0.12
11 C 0.78
12 C -0.22
13 C -0.64
14 C -0.42
15 C -0.60
16 H 0.36
17 H 0.39
18 H 0.20
19 H 0.23
20 H 0.20
21 H 0.21
22 H 0.19
23 H 0.21
24 H 0.22
25 H 0.48
26 H 0.43
27 H 0.18
28 H 0.21
29 H 0.22
30 H 0.21
31 H 0.23
32 H 0.20
33 H 0.21
34 H 0.18
35 H 0.21
36 H 0.23
37 H 0.48
38 N -0.83
39 N -0.64
40 O -0.64
41 O -0.67
42 O -0.58
43 O -0.62

---

*ii*
Computed, not measured: the molecule C15H22N2O4, with the ωB97M-V functional and the def2-TZVPD basis.

Positions of all 43 atoms, in Å:
C (-2.713, -1.499, -0.478)
C (-1.355, -1.158, 0.128)
C (-3.451, -0.237, -0.890)
C (-3.551, 0.930, 0.085)
C (-4.263, 0.553, 1.461)
C (-4.313, 2.002, -0.600)
C (0.870, -0.213, -0.137)
C (0.667, 1.220, 0.403)
C (2.053, -0.221, -1.217)
C (3.423, -0.166, -0.663)
C (4.095, 1.049, -0.480)
C (4.057, -1.334, -0.269)
C (5.366, 1.140, 0.066)
C (5.305, -1.313, 0.295)
C (5.935, -0.070, 0.474)
H (-3.354, -2.145, 1.361)
H (-3.144, -3.320, 0.326)
H (-2.465, -2.057, -1.386)
H (-4.451, -0.527, -1.146)
H (-3.011, 0.174, -1.789)
H (-2.548, 1.235, 0.317)
H (-5.160, -0.044, 1.291)
H (-3.570, -0.087, 2.004)
H (-4.529, 1.447, 2.036)
H (-5.283, 1.541, -0.853)
H (-3.846, 2.356, -1.518)
H (-4.476, 2.839, 0.097)
H (-0.553, -0.262, -1.634)
H (1.162, -0.927, 0.701)
H (1.891, -1.137, -1.740)
H (1.921, 0.587, -1.978)
H (3.587, 1.963, -0.813)
H (3.594, -2.320, -0.421)
H (5.869, 2.128, 0.055)
H (5.841, -2.221, 0.623)
H (7.602, 0.604, 1.216)
H (-0.412, 0.407, 1.803)
N (-3.490, -2.368, 0.382)
N (-0.370, -0.680, -0.736)
O (-1.133, -1.221, 1.352)
O (1.085, 2.240, -0.087)
O (7.229, -0.197, 0.841)
O (-0.113, 1.309, 1.515)

The SMILES is CC(C)C[C@H](N)C(=O)N[C@@H](Cc1ccc(O)cc1)C(=O)O. As for the HOMO energy: -8.46 eV.

Electronic structure analysis, natural (NBO) charges in units of e:
1 C -0.14
2 C 0.71
3 C -0.39
4 C -0.22
5 C -0.61
6 C -0.60
7 C -0.16
8 C 0.78
9 C -0.41
10 C -0.09
11 C -0.16
12 C -0.17
13 C -0.30
14 C -0.27
15 C 0.31
16 H 0.37
17 H 0.36
18 H 0.21
19 H 0.22
20 H 0.20
21 H 0.20
22 H 0.21
23 H 0.21
24 H 0.21
25 H 0.20
26 H 0.21
27 H 0.21
28 H 0.41
29 H 0.25
30 H 0.21
31 H 0.23
32 H 0.23
33 H 0.21
34 H 0.23
35 H 0.23
36 H 0.48
37 H 0.51
38 N -0.82
39 N -0.63
40 O -0.67
41 O -0.58
42 O -0.67
43 O -0.69

---

Of them, *ii* has the highest stability.

---

*i*
Computed, not measured: a 2-piece molecular cluster, C4H10N2O3 overall, with the ωB97M-V functional and the def2-TZVPD basis.

Positions of all 19 atoms, in Å:
C (1.754, -1.268, -0.562)
C (1.036, -0.716, -2.907)
O (0.748, -1.877, 0.137)
O (2.014, 0.049, -0.315)
N (1.009, -1.501, -1.923)
H (1.163, 0.533, -0.154)
H (0.264, -2.060, -1.078)
H (2.707, -1.808, -0.588)
H (1.807, 0.053, -2.963)
H (0.300, -0.797, -3.701)
C (-2.021, 1.961, 1.737)
C (-1.024, 1.002, 1.123)
N (-0.920, -0.219, 1.670)
O (-0.317, 1.364, 0.177)
H (-1.478, -0.480, 2.464)
H (-0.260, -0.895, 1.259)
H (-2.678, 1.495, 2.472)
H (-1.472, 2.775, 2.211)
H (-2.629, 2.390, 0.942)

As for the HOMO energy: -9.65 eV.

Electronic structure analysis, natural (NBO) charges in units of e:
1 C 0.52
2 C 0.03
3 O -0.84
4 O -0.74
5 N -0.50
6 H 0.51
7 H 0.49
8 H 0.13
9 H 0.19
10 H 0.19
11 C -0.71
12 C 0.69
13 N -0.81
14 O -0.69
15 H 0.39
16 H 0.45
17 H 0.21
18 H 0.24
19 H 0.24

---

*ii*
Computed, not measured: a 3-piece molecular cluster, C4H10N2O3 overall, with the ωB97M-V functional and the def2-TZVPD basis.

Positions of all 19 atoms, in Å:
C (2.141, 0.234, -3.603)
C (-0.731, 0.049, 1.046)
C (1.790, -0.278, 0.541)
C (0.312, -0.236, -0.051)
N (-1.799, 0.055, -1.664)
N (0.199, 0.694, -1.175)
O (1.681, 0.695, -4.533)
O (2.599, -0.177, -2.645)
O (0.004, 1.977, -0.857)
H (-1.668, 0.202, 0.602)
H (-0.826, -0.864, 1.671)
H (-0.394, 0.898, 1.638)
H (2.443, -0.261, -0.288)
H (1.771, -1.103, 1.207)
H (1.933, 0.708, 1.076)
H (-0.028, -1.282, -0.492)
H (-1.680, -0.895, -1.425)
H (-1.747, -0.036, -2.638)
H (-0.534, 2.047, 0.047)

As for the HOMO energy (alpha / beta): -9.47 / -8.72 eV.

Electronic structure analysis, natural (NBO) charges in units of e:
1 C 1.04
2 C -0.67
3 C -0.62
4 C -0.08
5 N -0.75
6 N 0.02
7 O -0.51
8 O -0.52
9 O -0.50
10 H 0.24
11 H 0.23
12 H 0.19
13 H 0.24
14 H 0.22
15 H 0.20
16 H 0.20
17 H 0.30
18 H 0.32
19 H 0.45

---

Of them, *i* has the highest stability.

---

*i*
Computed, not measured: CH5N3 as an isolated structure, with the ωB97M-V functional and the def2-TZVPD basis.

Positions of all 9 atoms, in Å:
N (1.951, -0.614, -0.073)
N (-1.614, 0.208, 0.394)
C (-0.415, -0.119, -0.210)
N (0.687, -0.175, 0.437)
H (1.956, -0.482, -1.093)
H (1.759, 0.397, 0.680)
H (-1.532, 0.638, 1.303)
H (-2.309, 0.631, -0.201)
H (-0.483, -0.484, -1.237)

As for the HOMO energy: -7.89 eV.

Electronic structure analysis, natural (NBO) charges in units of e:
1 N -0.69
2 N -0.81
3 C 0.22
4 N -0.44
5 H 0.31
6 H 0.49
7 H 0.39
8 H 0.38
9 H 0.15

---

*ii*
Computed, not measured: a 3-piece molecular cluster, CH5N3 overall, with the ωB97M-V functional and the def2-TZVPD basis.

Positions of all 9 atoms, in Å:
C (-0.624, -1.007, -1.529)
N (0.166, -0.446, -2.333)
N (1.479, -0.250, 0.709)
N (1.554, 0.472, 1.512)
H (-1.108, 1.881, 3.047)
H (-0.728, -1.201, -0.483)
H (-1.275, -1.552, -2.190)
H (-0.373, 1.998, 3.178)
H (0.909, 0.106, -1.911)

The SMILES is [H][H].C=N.N#N. As for the HOMO energy: -10.03 eV.

Electronic structure analysis, natural (NBO) charges in units of e:
1 C -0.06
2 N -0.58
3 N -0.02
4 N 0.01
5 H 0.00
6 H 0.16
7 H 0.16
8 H 0.00
9 H 0.32

---

Of them, *ii* has the highest stability.

---

*i*
Computed, not measured: the molecule C5H8S, with the ωB97M-V functional and the def2-TZVPD basis.

Positions of all 14 atoms, in Å:
C (-1.460, 0.241, 0.827)
C (-0.005, 0.370, 0.381)
C (0.300, 1.428, -0.427)
C (0.919, -0.788, 0.409)
C (1.924, -0.994, -0.360)
H (-1.868, -0.350, -1.448)
H (-1.527, -0.363, 1.694)
H (-1.819, 1.230, 1.082)
H (-0.504, 2.219, -0.547)
H (1.255, 1.538, -0.959)
H (0.672, -1.496, 1.156)
H (2.490, -1.970, -0.181)
H (2.249, -0.414, -1.244)
S (-2.627, -0.649, -0.383)

The SMILES is C=CC(=C)CS. As for the HOMO energy: -9.05 eV.

Electronic structure analysis, natural (NBO) charges in units of e:
1 C -0.50
2 C -0.05
3 C -0.36
4 C -0.23
5 C -0.36
6 H 0.13
7 H 0.21
8 H 0.22
9 H 0.20
10 H 0.20
11 H 0.20
12 H 0.20
13 H 0.20
14 S -0.07

---

*ii*
Computed, not measured: the molecule C5H8S, with the ωB97M-V functional and the def2-TZVPD basis.

Positions of all 14 atoms, in Å:
C (-2.183, 1.451, 0.674)
C (-1.201, 0.779, 0.820)
C (-0.342, -1.501, 0.372)
C (1.494, 0.931, -0.911)
C (-0.010, -0.235, 1.065)
S (1.527, 0.659, 0.905)
H (-2.779, 2.045, 0.049)
H (-1.026, -2.091, 0.941)
H (0.680, -2.078, 0.142)
H (-0.698, -1.292, -0.577)
H (0.568, 1.504, -1.048)
H (1.530, -0.010, -1.445)
H (2.341, 1.403, -1.234)
H (-0.122, -0.527, 2.190)

The SMILES is C#C[C@@H](C)SC. As for the HOMO energy: -8.81 eV.

Electronic structure analysis, natural (NBO) charges in units of e:
1 C -0.28
2 C -0.01
3 C -0.61
4 C -0.73
5 C -0.43
6 S 0.24
7 H 0.23
8 H 0.23
9 H 0.21
10 H 0.21
11 H 0.23
12 H 0.21
13 H 0.23
14 H 0.26

---

Of them, *i* has the highest stability.

---

*i*
Computed, not measured: a 3-piece molecular cluster, C5H8S overall, with the ωB97M-V functional and the def2-TZVPD basis.

Positions of all 14 atoms, in Å:
C (1.492, -1.155, 0.312)
C (-0.679, 0.553, 0.473)
C (0.321, -1.592, -0.217)
C (-0.814, -0.636, -0.397)
C (-1.592, 1.503, 0.714)
S (1.060, 0.534, 1.059)
H (2.366, -1.625, 0.744)
H (0.167, -2.503, -0.652)
H (2.287, 1.539, -1.038)
H (-1.886, -1.045, -0.237)
H (-0.566, -0.202, -1.426)
H (-2.614, 1.499, 0.227)
H (-1.510, 2.432, 1.319)
H (1.968, 0.698, -0.880)

As for the HOMO energy: -7.80 eV.

Electronic structure analysis, natural (NBO) charges in units of e:
1 C -0.32
2 C -0.10
3 C -0.17
4 C -0.51
5 C -0.46
6 S 0.20
7 H 0.25
8 H 0.21
9 H 0.00
10 H 0.25
11 H 0.26
12 H 0.21
13 H 0.22
14 H -0.03

---

*ii*
Computed, not measured: the molecule C5H8S, with the ωB97M-V functional and the def2-TZVPD basis.

Positions of all 14 atoms, in Å:
C (-0.592, -1.344, 0.287)
C (0.813, -1.102, -0.255)
C (1.236, 0.348, -0.181)
C (0.387, 1.377, -0.151)
C (-1.073, 1.285, 0.177)
H (-0.691, -1.404, 1.366)
H (-0.803, -2.371, -0.033)
H (1.493, -1.772, 0.276)
H (0.845, -1.353, -1.311)
H (2.290, 0.543, -0.381)
H (0.779, 2.384, -0.292)
H (-1.556, 2.171, -0.368)
H (-1.282, 1.452, 1.264)
S (-1.847, -0.213, -0.398)

The SMILES is C1=CCSCC1. As for the HOMO energy: -8.56 eV.

Electronic structure analysis, natural (NBO) charges in units of e:
1 C -0.53
2 C -0.45
3 C -0.17
4 C -0.21
5 C -0.60
6 H 0.21
7 H 0.23
8 H 0.22
9 H 0.22
10 H 0.20
11 H 0.21
12 H 0.24
13 H 0.23
14 S 0.21

---

Of them, *ii* has the highest stability.

---

*i*
Computed, not measured: a 2-piece molecular cluster, C5H8S overall, with the ωB97M-V functional and the def2-TZVPD basis.

Positions of all 14 atoms, in Å:
C (-0.007, -1.571, -0.534)
C (-0.671, 0.692, 0.986)
C (-0.563, -0.575, -1.293)
C (-0.789, 0.804, -0.636)
C (1.632, 0.865, 1.217)
S (-0.623, -1.104, 1.128)
H (0.400, -2.570, -0.736)
H (1.485, 1.959, 0.898)
H (-0.655, -0.455, -2.302)
H (-1.700, 1.317, -1.050)
H (0.007, 1.382, -1.091)
H (1.486, 0.454, 2.053)
H (1.924, 0.182, 0.591)
H (-1.925, -1.381, 0.768)

As for the HOMO energy (alpha / beta): -7.53 / -7.53 eV.

Electronic structure analysis, natural (NBO) charges in units of e:
1 C -0.43
2 C -0.41
3 C -0.12
4 C -0.55
5 C -0.58
6 S 0.54
7 H 0.25
8 H 0.22
9 H 0.21
10 H 0.22
11 H 0.23
12 H 0.17
13 H 0.16
14 H 0.09

---

*ii*
Computed, not measured: C5H8S as an isolated structure, with the ωB97M-V functional and the def2-TZVPD basis.

Positions of all 14 atoms, in Å:
C (1.368, -1.571, -0.494)
C (0.759, -0.174, -0.749)
C (-0.374, -0.060, -1.738)
C (-0.943, 0.894, -0.764)
C (-0.239, 0.291, 0.276)
H (1.792, -1.567, 0.375)
H (0.619, -2.356, -0.412)
H (1.956, -1.707, -1.381)
H (1.351, 0.702, -1.003)
H (-1.225, -0.852, -1.807)
H (-0.119, 0.228, -2.916)
H (-2.180, 0.874, -0.716)
H (-0.344, 1.970, -0.972)
S (-0.330, 0.402, 1.853)

As for the HOMO energy: -8.54 eV.

Electronic structure analysis, natural (NBO) charges in units of e:
1 C -0.59
2 C -0.29
3 C -0.40
4 C -0.47
5 C -0.08
6 H 0.21
7 H 0.21
8 H 0.21
9 H 0.23
10 H 0.21
11 H 0.21
12 H 0.23
13 H 0.24
14 S 0.08

---

Of them, *ii* has the highest stability.